1.
Density functional theory data (wB97M-V/def2-TZVPD) for a cluster of 9 separate species, C62H73N2O in total.

Properties
Net charge   +1
Kohn-Sham gap   5.09 eV
Highest occupied orbital energy   -10.24 eV
E_tot   -2590.382592 a.u.

```
138
Properties=species:S:1:pos:R:3:forces:R:3
C 0.994129 4.494335 0.445125 0.2 -1.4 0.6
O 1.700762 5.781332 0.541704 -2.5 -0.2 -1.3
C 0.824128 6.762297 -0.127188 0.4 0.7 -1.3
C 1.251072 8.313008 0.191161 1.1 -0.5 -0.2
C 1.425607 8.676859 1.778877 0.1 0.0 0.4
C 0.028866 8.888795 2.607687 -0.2 -0.2 0.4
C -1.318893 9.028426 1.686374 -0.3 0.4 0.8
C -1.493063 10.468690 0.919604 -1.1 -0.4 -0.2
C -3.137566 10.664073 0.684928 1.3 1.1 0.5
C -3.782535 9.503054 -0.297503 -0.4 1.5 -0.4
C -5.312870 9.202190 0.208365 -0.9 -0.9 0.1
C -5.641357 7.589824 0.440049 0.3 -1.7 0.4
C -4.480615 6.574769 0.993665 -5.5 -2.2 -0.9
C -5.076029 5.023426 1.188052 -1.0 4.6 -1.3
N -6.520579 4.830809 0.829342 3.4 -0.1 0.9
N -7.481226 5.647521 0.333549 2.5 4.3 -0.2
C -7.143339 7.068600 0.095388 3.5 -3.0 1.9
H 1.770190 3.600697 0.296303 -1.5 2.1 0.4
H 0.438020 4.330538 1.467803 0.9 0.1 -2.0
H 0.223468 4.420902 -0.441402 1.6 0.4 1.6
H -0.299235 6.502166 0.074080 2.0 0.7 0.0
H 0.986232 6.609615 -1.300089 -0.5 0.4 2.3
H 2.326194 8.467419 -0.304538 -2.3 -0.4 1.0
H 0.524255 9.008482 -0.406312 1.3 -1.3 1.3
H 2.014298 7.781650 2.294674 -1.2 2.0 -1.2
H 2.064209 9.666261 1.932060 -1.2 -2.2 -0.6
H -0.107236 7.981408 3.363166 0.2 1.9 -1.7
H 0.125303 9.853578 3.301077 -0.3 -2.0 -1.6
H -2.242997 8.942864 2.437404 1.9 0.2 -1.5
H -1.447727 8.147626 0.925155 0.5 1.6 1.4
H -1.029062 11.360017 1.538337 -1.1 -1.9 -1.1
H -1.022141 10.522765 -0.151066 -0.7 -0.3 2.1
H -3.660585 10.719466 1.752571 1.1 -0.4 -2.3
H -3.242364 11.760408 0.233547 -0.1 -2.5 0.7
H -3.876023 10.003413 -1.370818 0.2 -1.3 2.2
H -3.107317 8.555366 -0.432386 -1.4 1.8 0.5
H -6.124044 9.628224 -0.554811 1.8 -1.1 1.6
H -5.550822 9.755286 1.238667 0.7 -1.4 -2.1
H -3.375397 6.847514 1.263206 -2.4 -0.5 -0.6
H -4.403897 4.131129 1.604500 -2.0 1.9 -1.1
H -6.854943 3.831580 1.005130 0.3 1.9 -0.5
H -7.948091 7.825747 -0.307113 1.7 -2.0 0.9
C -2.518102 1.469617 0.772977 0.1 -0.1 0.2
C -3.178586 0.934919 1.878701 0.2 0.0 -0.1
C -2.510675 0.060214 2.735203 0.1 0.0 -0.1
C -1.177867 -0.272335 2.491176 -0.2 0.2 -0.1
C -0.516285 0.265364 1.387511 -0.2 0.1 0.0
C -1.187058 1.132796 0.525787 0.0 0.0 0.2
H -3.040004 2.148607 0.103773 0.1 -0.1 0.0
H -4.215058 1.199499 2.072634 0.1 -0.1 0.0
H -3.027617 -0.361504 3.592897 0.1 0.1 -0.1
H -0.655716 -0.950139 3.161291 -0.1 0.1 -0.1
H 0.522865 0.007376 1.198409 -0.2 0.0 0.0
H -0.672993 1.547162 -0.337013 -0.1 -0.1 0.1
C 2.641529 -0.092812 3.988656 0.0 0.0 0.2
C 3.746012 -0.474892 4.749510 -0.1 0.1 0.1
C 3.758940 -0.246325 6.125156 -0.2 0.0 -0.1
C 2.662035 0.356005 6.742014 0.0 0.0 -0.2
C 1.555981 0.734659 5.981650 0.1 -0.1 -0.1
C 1.546971 0.514512 4.604552 0.2 0.0 0.1
H 2.633248 -0.268012 2.916052 0.0 0.0 0.1
H 4.597826 -0.950478 4.269804 -0.1 0.1 0.1
H 4.622477 -0.538053 6.716689 -0.1 0.0 -0.1
H 2.669884 0.529763 7.814795 0.0 0.0 -0.2
H 0.700571 1.202563 6.462782 0.1 -0.1 -0.1
H 0.687428 0.814645 4.011683 0.2 0.0 0.1
C -0.104232 -4.283550 0.316713 0.1 0.0 0.1
C 1.039239 -4.915173 -0.171440 0.0 0.1 0.1
C 2.295772 -4.560642 0.318706 -0.1 0.1 0.1
C 2.408024 -3.580414 1.305148 -0.1 0.0 -0.1
C 1.264166 -2.951471 1.795969 0.0 -0.1 -0.2
C 0.008386 -3.299461 1.299115 0.1 -0.2 -0.1
H -1.083054 -4.557710 -0.067978 0.1 0.0 0.1
H 0.951103 -5.683839 -0.935162 0.0 0.1 0.1
H 3.187097 -5.048224 -0.066673 -0.1 0.1 0.1
H 3.386755 -3.307459 1.690756 -0.1 -0.1 0.0
H 1.351696 -2.188754 2.565872 0.0 -0.1 -0.1
H -0.882048 -2.805364 1.677774 0.1 -0.1 -0.1
C 0.401378 -7.943858 -2.884134 -0.1 0.0 -0.2
C 0.132288 -6.813527 -3.655308 0.0 -0.2 0.0
C -0.312608 -6.954666 -4.969446 0.0 -0.1 0.1
C -0.498030 -8.227576 -5.509664 0.1 0.1 0.2
C -0.232510 -9.357911 -4.737183 0.0 0.1 0.1
C 0.221293 -9.216699 -3.426050 0.0 0.1 -0.1
H 0.751358 -7.833448 -1.861116 0.0 0.0 -0.1
H 0.270222 -5.821713 -3.232029 0.0 -0.1 -0.1
H -0.515764 -6.073723 -5.572256 0.1 -0.1 0.1
H -0.849417 -8.337779 -6.532158 0.0 0.0 0.1
H -0.378623 -10.349817 -5.157804 0.0 0.2 0.1
H 0.433316 -10.097497 -2.826361 0.0 0.1 -0.1
C 3.996382 -4.503835 4.564539 0.0 -0.2 0.0
C 5.186386 -4.977779 5.115932 -0.1 -0.1 0.0
C 5.340695 -6.338591 5.378968 -0.2 0.0 -0.1
C 4.307566 -7.227652 5.081087 0.0 0.2 0.0
C 3.118973 -6.754130 4.526190 0.1 0.1 0.0
C 2.961181 -5.392027 4.271789 0.1 -0.1 0.1
H 3.875205 -3.442759 4.362852 0.0 -0.1 0.0
H 5.993966 -4.285854 5.341633 -0.1 -0.1 0.0
H 6.265498 -6.706659 5.814832 -0.1 0.1 -0.1
H 4.429488 -8.288830 5.281457 0.0 0.2 0.0
H 2.314577 -7.447336 4.292603 0.1 0.1 0.0
H 2.032984 -5.022764 3.844610 0.1 -0.1 0.0
C -1.591756 -4.702686 -9.536573 -0.1 0.0 0.1
C -2.331826 -3.521261 -9.572622 0.0 -0.1 0.1
C -3.191684 -3.203724 -8.521612 0.1 -0.2 0.0
C -3.304079 -4.063784 -7.428827 0.1 0.0 -0.2
C -2.561126 -5.243396 -7.391089 0.0 0.1 -0.1
C -1.708258 -5.565443 -8.446478 -0.1 0.2 0.0
H -0.924302 -4.951480 -10.357456 -0.1 0.0 0.1
H -2.239001 -2.847792 -10.420980 0.0 -0.1 0.1
H -3.773245 -2.286387 -8.553129 0.1 -0.1 0.0
H -3.970430 -3.814106 -6.607396 0.1 0.0 -0.1
H -2.647613 -5.912730 -6.538644 0.0 0.1 -0.1
H -1.133779 -6.487192 -8.419293 -0.1 0.1 0.0
C -0.091419 -12.681975 1.184916 0.1 0.2 0.0
C -0.488306 -11.828467 0.155949 0.1 0.1 0.1
C -0.149384 -10.476447 0.200493 0.1 -0.1 0.2
C 0.595684 -9.979487 1.270269 -0.1 -0.2 0.0
C 0.995770 -10.833830 2.297359 -0.1 0.0 -0.1
C 0.648858 -12.184016 2.257416 -0.1 0.1 -0.2
H -0.358671 -13.734926 1.151550 0.0 0.2 0.0
H -1.062987 -12.217177 -0.681029 0.1 0.1 0.1
H -0.464527 -9.810330 -0.598060 0.0 -0.1 0.1
H 0.864095 -8.926864 1.302712 0.0 -0.1 0.0
H 1.577791 -10.446705 3.130146 -0.1 -0.1 -0.1
H 0.955999 -12.848176 3.060498 0.0 0.1 -0.1
C 4.014155 6.672414 -4.377121 -0.1 -0.1 0.1
C 3.992509 5.522385 -5.165621 0.0 0.0 0.1
C 3.534885 4.318185 -4.631495 0.0 0.1 0.1
C 3.089189 4.266282 -3.310443 0.1 0.2 -0.1
C 3.107338 5.417226 -2.523116 0.0 0.0 -0.1
C 3.573701 6.619356 -3.054467 0.0 -0.2 -0.2
H 4.374075 7.609957 -4.792709 0.0 -0.1 0.1
H 4.333374 5.564467 -6.197089 0.0 0.0 0.2
H 3.524440 3.420785 -5.244094 0.0 0.1 0.1
H 2.727933 3.329032 -2.895511 0.1 0.1 -0.1
H 2.758442 5.376960 -1.494136 0.2 0.0 -0.1
H 3.592862 7.514549 -2.439122 0.0 -0.1 -0.1
```
Forces are in eV/Å.


2.
Density functional theory data (wB97M-V/def2-TZVPD) for a structure of composition H11NaO6.

Properties
Net charge   0
Kohn-Sham gap   7.66 eV
Highest occupied orbital energy   -8.02 eV
E_tot   -620.370200 a.u.

```
18
Properties=species:S:1:pos:R:3:forces:R:3
Na 0.456587 -0.025652 -0.342265 -0.8 0.2 -0.1
O -1.639970 0.113943 -1.615328 0.8 -0.2 0.7
H -2.417901 0.643939 -1.768587 -0.4 -0.1 -0.4
O -1.574992 1.600848 0.723923 0.2 -0.2 -0.7
H -1.671423 1.207994 -0.202341 -0.1 0.0 0.6
H -1.816350 2.530238 0.668698 0.0 -0.1 -0.1
O -1.218895 -1.834582 0.071647 0.0 -0.4 -0.4
H -1.586786 -1.390658 -0.757195 0.0 0.8 0.4
H -1.704252 -2.661067 0.161761 0.1 0.1 0.0
O 2.527713 -0.374883 0.865647 0.2 0.0 -0.3
H 2.802222 -0.863989 1.648425 -0.1 0.1 0.0
H 3.288813 -0.401534 0.271548 -0.1 0.0 0.1
O -0.317292 -0.837002 2.670537 0.3 -0.3 -0.2
H -0.541441 -1.402206 1.909047 -0.2 0.3 0.1
H 0.384507 -1.301747 3.138889 -0.2 0.0 0.0
O 1.531615 1.384761 -2.253474 0.2 0.0 0.2
H 1.425052 2.337210 -2.148737 -0.1 -0.1 0.0
H 2.072793 1.274387 -3.042196 -0.1 0.0 0.0
```
Forces are in eV/Å.


3.
Density functional theory data (wB97M-V/def2-TZVPD) for the molecule C5H6IN.

Properties
Net charge   0
Kohn-Sham gap   6.83 eV
Highest occupied orbital energy   -7.44 eV
E_tot   -546.401250 a.u.

```
13
Properties=species:S:1:pos:R:3:forces:R:3
C 2.754511 -1.187803 -0.438888 1.0 3.1 0.4
C 4.037825 -1.577320 -0.135259 0.6 -0.7 0.2
C -0.159317 0.300211 -0.431117 -0.6 -0.2 1.5
C 2.217078 0.100131 -0.487235 2.1 0.9 0.7
C -0.393495 0.092542 1.053409 -1.5 -2.9 -1.2
N 0.993995 0.354490 -0.866401 1.3 0.2 -1.2
I 5.451934 -0.064958 0.192388 0.1 0.4 0.0
H 2.098294 -1.928159 -0.647904 -2.1 -2.5 -0.7
H -0.953943 0.411750 -1.146515 -0.5 0.2 -0.1
H 2.933842 0.975566 -0.248541 -1.3 -1.2 -0.5
H -1.512191 0.019531 1.232328 1.5 -0.3 0.1
H 0.241472 -0.806581 1.402576 -1.4 1.2 -0.5
H -0.026714 0.907365 1.565517 0.8 2.0 1.2
```
Forces are in eV/Å.


Number 1: strongest force on any atom 0.11749 hartree/bohr. Number 2: strongest force on any atom 0.02139 hartree/bohr. Number 3: strongest force on any atom 0.06647 hartree/bohr.